(1)
73
Properties=species:S:1:pos:R:3:forces:R:3 method="wB97M-V/def2-TZVPD" orbital_gap_ha=0.29185 charge=0 energy_ev=-53694.4103 relative_energy_kj_mol=6.15
In 0.74508 -0.81149 1.02881 -0.2 0.0 0.4
N 2.51082 -2.11515 0.26956 0.0 0.1 0.0
C 2.07916 -3.51413 0.48759 0.0 0.0 0.0
C 1.34813 -3.62568 1.83735 0.0 0.1 -0.2
O 1.67127 -4.53157 2.59531 0.0 -0.1 0.0
N 0.42297 -2.66974 2.07344 0.0 -0.1 0.0
C 0.24163 -2.37886 3.48404 0.0 0.0 0.1
C 1.18660 -1.23031 3.90554 0.0 -0.1 0.0
O 1.17676 -0.82858 5.05558 0.0 0.0 0.2
O 1.92206 -0.75608 2.94836 0.0 0.1 -0.1
H 3.27305 -1.89039 0.90250 0.0 0.0 0.0
H 2.81832 -1.95989 -0.68433 0.0 0.0 0.0
H 1.41098 -3.78113 -0.32693 0.0 -0.1 0.0
H 2.92209 -4.20544 0.50701 -0.1 0.0 0.1
H -0.79014 -2.08840 3.70035 0.0 0.0 0.0
H 0.47754 -3.24873 4.09766 0.0 0.0 0.0
C -0.80861 4.12589 2.04566 -0.1 0.0 -0.1
N 0.56083 3.66638 2.15032 0.1 0.0 0.2
C 1.58522 4.67553 1.93126 0.0 0.0 0.0
C 2.83869 3.85043 1.69267 0.1 0.1 0.0
N 2.31235 2.53787 1.36639 0.0 0.0 0.0
C 3.26534 1.44145 1.33110 0.0 0.0 -0.1
C 1.01937 2.41629 1.78130 0.0 0.0 0.0
N 0.36199 1.29678 1.84373 0.0 0.1 -0.1
C -0.83465 1.20013 2.66725 -0.1 -0.1 0.1
C -2.05857 0.91089 1.81558 0.1 0.1 0.0
N -1.85580 -0.33266 1.08477 0.0 0.0 0.1
C -2.67611 -0.60699 0.13588 0.0 -0.1 -0.1
N -3.69576 0.16178 -0.42629 0.0 0.0 0.0
C -4.65461 0.93050 0.35622 0.0 0.0 0.0
C -4.32371 -0.61125 -1.49796 0.0 0.0 -0.1
C -3.25375 -1.62513 -1.86161 -0.1 0.0 -0.1
N -2.60528 -1.78488 -0.57628 0.0 0.0 0.1
C -1.53831 -2.70621 -0.36039 0.1 -0.1 0.0
H -0.80611 5.11186 1.57704 0.0 0.0 0.0
H -1.29520 4.21630 3.01890 0.0 0.0 0.0
H -1.39676 3.46890 1.41215 0.0 0.0 0.0
H 1.67465 5.34141 2.79109 0.0 0.0 0.0
H 1.32923 5.27994 1.05353 0.0 0.0 0.0
H 3.46556 3.79360 2.58985 0.0 0.0 0.0
H 3.44523 4.24308 0.87434 0.0 0.0 0.1
H 4.26469 1.87227 1.38502 0.0 0.0 0.0
H 3.18693 0.90199 0.38687 0.0 0.0 0.0
H 3.11625 0.76644 2.17353 0.0 0.0 0.0
H -0.98626 2.07235 3.30394 0.0 0.0 -0.1
H -0.69434 0.36261 3.35955 0.0 0.0 0.0
H -2.19803 1.72634 1.09878 0.0 0.0 0.1
H -2.94185 0.86395 2.46249 0.1 0.0 0.0
H -4.20729 1.79887 0.82697 0.0 0.0 0.0
H -5.14643 0.31676 1.11894 0.0 0.0 0.0
H -5.41873 1.28925 -0.33239 0.0 0.0 0.0
H -4.59472 0.04152 -2.32756 0.0 0.0 0.0
H -5.22729 -1.11457 -1.13216 0.0 0.0 0.0
H -2.56975 -1.23074 -2.62471 0.0 0.0 0.0
H -3.66937 -2.57043 -2.20947 0.0 0.0 0.0
H -1.72553 -3.59541 -0.97003 0.0 0.1 0.0
H -1.48756 -2.97706 0.69437 0.0 0.0 -0.1
H -0.14856 -1.77310 -1.54184 0.1 0.2 -0.1
O 1.10819 0.51923 -0.65676 -0.1 -0.2 -0.5
N 1.25308 0.43306 -1.94172 0.2 0.1 -0.1
N 0.80825 -0.59513 -2.50597 0.0 0.0 0.1
O -0.26466 -2.17301 -0.65111 0.0 -0.1 0.0
C 1.05815 -0.62544 -3.91525 -0.1 0.1 0.2
C 0.23876 -1.45243 -4.67203 0.0 0.0 0.0
C 0.41928 -1.55620 -6.04275 0.0 0.0 0.0
C 1.42869 -0.83847 -6.66489 0.0 0.0 0.0
C 2.25678 -0.02120 -5.90508 0.0 0.0 0.0
C 2.08116 0.08590 -4.53613 0.0 0.0 0.0
H -0.54186 -2.01878 -4.17833 0.0 0.0 0.0
H -0.22681 -2.20206 -6.62286 0.0 0.0 0.0
H 1.57760 -0.92225 -7.73271 0.0 0.0 0.0
H 3.05324 0.53352 -6.38341 0.0 0.0 0.0
H 2.72643 0.71588 -3.94166 0.0 0.0 0.0


(2)
10
Properties=species:S:1:pos:R:3:forces:R:3 method="wB97M-V/def2-TZVPD" orbital_gap_ha=0.37702 charge=0 energy_ev=-79233.7825 relative_energy_kj_mol=233.39
C 0.52907 0.22479 -2.01497 -3.4 0.2 3.4
C -0.01515 -0.12447 -0.09560 0.0 1.7 0.1
N 0.01500 -0.93912 0.88629 0.9 -0.2 -5.5
N -0.45123 -0.66782 2.10989 -0.4 0.6 2.2
O -1.64078 -0.82695 2.28255 0.4 0.1 0.1
O 0.40051 -0.37865 2.92816 -0.6 0.0 -0.1
Br -0.52406 1.77910 0.41495 0.1 -0.8 -0.3
H 0.53266 -0.70096 -2.53989 0.2 -0.5 -0.3
H 1.42530 0.62909 -1.64715 1.3 0.5 -0.3
H -0.27132 1.00499 -2.32422 1.5 -1.6 0.7


(3)
10
Properties=species:S:1:pos:R:3:forces:R:3 method="wB97M-V/def2-TZVPD" orbital_gap_ha=0.24641 charge=+1 smiles=Fc1c#[n+]cc(F)c1I energy_ev=-20215.3441 relative_energy_kj_mol=0.00
F -0.42319 0.96844 2.59280 -0.1 -0.1 0.2
C -0.32234 0.34183 1.46927 0.7 1.1 -0.7
C -0.72615 -0.90692 1.12294 -0.1 -2.0 -2.6
N -0.71299 -1.59737 0.12976 -0.5 1.2 3.2
C -0.19558 -1.23164 -1.03904 0.4 0.3 -1.1
C 0.32488 0.04952 -1.00044 -0.3 1.7 3.2
F 0.85875 0.62569 -2.03553 0.0 -0.2 -0.1
C 0.27968 0.87149 0.30120 0.0 -1.5 -2.0
I 1.13354 2.75961 0.36042 -0.2 -0.4 0.0
H -0.21660 -1.88065 -1.90136 0.0 0.0 0.0


(4)
11
Properties=species:S:1:pos:R:3:forces:R:3 method="wB97M-V/def2-TZVPD" orbital_gap_ha=0.32184 charge=0 energy_ev=-28368.8595 relative_energy_kj_mol=528.23
C 0.31108 -1.00905 -0.41885 -0.1 0.4 2.2
N 0.62915 1.50819 -1.01149 1.3 1.3 2.2
O 0.69517 0.89830 1.40010 0.1 0.8 0.3
O -1.51336 0.97824 0.18783 2.2 -0.9 0.3
S 0.47427 -1.93293 0.97906 -1.3 0.4 -0.1
S -0.06820 0.69878 0.20778 -2.4 -0.3 -1.7
H -1.33029 -3.56245 -2.31797 1.6 1.5 -0.3
H -0.74234 -3.00148 -2.43061 -1.6 -1.5 0.3
H 1.15270 2.35723 -0.78553 -0.4 -0.7 -0.2
H 0.49083 1.25770 -1.93937 -0.5 -0.5 -1.6
H -0.16904 -1.23467 2.08912 1.1 -0.5 -1.5


(5)
25
Properties=species:S:1:pos:R:3:forces:R:3 method="wB97M-V/def2-TZVPD" orbital_gap_ha=0.26877 charge=0 smiles=Cn1ncc2c(Cl)cccncccc21 energy_ev=-28556.8500 relative_energy_kj_mol=468.76
C 2.06085 0.10092 -1.46090 2.9 -0.6 -0.1
N 1.10420 -0.84237 -1.05092 -3.4 -0.4 0.2
N 1.19067 -2.17341 -1.10351 0.3 -0.3 -0.4
C 0.03161 -2.67197 -0.64850 0.4 1.1 0.2
C -0.80288 -1.58743 -0.21143 -0.4 -1.4 0.2
C -1.90411 -1.81994 0.80190 1.2 1.0 -1.6
Cl -3.30675 -2.62861 0.24883 -0.5 -0.3 0.0
C -1.66865 -1.41856 2.03485 0.6 -0.3 -0.6
C -0.40522 -0.76026 2.33082 -1.1 -2.1 0.1
C -0.24999 0.46236 1.98701 -1.5 2.6 -0.4
N -1.39603 1.21610 1.79839 -1.2 0.5 0.7
C -2.11012 1.53735 0.80356 0.9 -1.2 0.7
C -1.65990 1.50288 -0.55965 0.4 0.6 -1.2
C -0.54076 0.83246 -0.96879 -2.2 3.1 -0.5
C -0.13431 -0.41532 -0.57126 1.6 -4.1 0.3
H 1.93969 1.03514 -0.98359 -1.0 1.2 0.1
H 2.92295 -0.17705 -0.86963 1.0 -0.4 -0.5
H 2.34286 0.23026 -2.52951 -0.6 -0.5 0.6
H -0.15221 -3.77486 -0.65478 0.3 1.3 0.2
H -2.27431 -1.63248 2.83884 -1.8 -0.5 1.5
H 0.33610 -1.39151 2.66522 1.9 -1.0 0.6
H 0.65041 0.95888 1.97521 2.1 1.2 0.2
H -3.10321 1.88872 1.02675 -0.3 0.6 0.0
H -2.23320 2.25016 -1.15337 1.1 -0.5 0.0
H 0.08972 1.15043 -1.78970 -0.8 0.5 -0.5